A | Below is C8H6N2O2 as an isolated structure, with properties calculated with wB97M-V/def2-TZVPD.

XYZ file:
```
18
Properties=species:S:1:pos:R:3
C 1.70 -0.22 -0.58
C 1.69 1.18 -0.39
C 0.66 -0.99 -0.36
C 0.59 1.87 -0.05
C -1.82 -0.99 0.39
C -0.54 -0.42 0.05
C -0.66 1.10 0.10
C -2.83 0.02 0.69
N -1.78 1.60 0.35
N -3.94 -0.06 -0.29
O -4.95 0.43 0.11
O -3.78 -0.73 -1.29
H 2.47 -0.52 -1.20
H 2.68 1.61 -0.33
H 0.75 -2.01 -0.57
H 0.63 2.91 -0.06
H -2.19 -1.98 0.15
H -3.08 0.26 1.66
```

Values from the calculation:
HOMO ... -8.66 eV
Lowest unoccupied orbital energy ... -0.04506 Ha
Gap between HOMO and LUMO ... 7.43 eV

=====

B | Below is one molecule with the formula C8H6N2O2, with properties calculated with wB97M-V/def2-TZVPD.

XYZ file:
```
18
Properties=species:S:1:pos:R:3
N 4.89 -0.16 0.02
C 3.77 -0.06 0.03
C 2.33 0.05 -0.05
C 1.53 -1.14 -0.12
C 0.22 -0.94 -0.16
C -0.44 0.26 0.00
C -1.93 0.45 0.03
O -2.49 1.59 -0.15
N -2.61 -0.73 0.15
O -3.98 -0.56 0.05
C 0.36 1.47 0.07
C 1.71 1.34 0.07
H 2.07 -2.12 -0.07
H -0.65 -1.81 -0.15
H -2.54 -1.33 1.18
H -4.18 -0.76 -1.03
H -0.37 2.17 0.07
H 2.33 2.30 0.08
```

Values from the calculation:
HOMO ... -9.90 eV
Lowest unoccupied orbital energy ... -0.03051 Ha
Gap between HOMO and LUMO ... 9.07 eV
SMILES string ... N#Cc1ccc(C(=O)NO)cc1

=====

Most stable structure among those shown: B. Next: +56.9 kcal/mol.